{
  "formula": "C14H19NO4",
  "method": "wB97M-V/def2-TZVPD",
  "relative_energy_kcal_mol": 0.00,
  "max_force_ha_per_bohr": 0.022,
  "total_charge": 0,
  "orbital_gap_ev": 9.0,
  "homo_energy_ev": -8.581,
  "smiles": "Cc1oc2c(c1C(=O)NCCCC(=O)O)CCCC2",
  "e_tot_ha": -900.6484,
  "elements": ["C", "C", "O", "C", "C", "C", "C", "O", "N", "C", "C", "C", "C", "O", "O", "C", "C", "C", "C", "H", "H", "H", "H", "H", "H", "H", "H", "H", "H", "H", "H", "H", "H", "H", "H", "H", "H", "H"],
  "xyz": [[-0.5312, -2.9825, -0.5029], [-1.1679, -1.6550, -0.2747], [-2.4885, -1.5608, -0.5284], [-2.8586, -0.2764, -0.3084], [-1.7881, 0.4718, 0.0688], [-0.6732, -0.4269, 0.1070], [0.7020, -0.0318, 0.4332], [1.1140, 1.1084, 0.2415], [1.4751, -1.0026, 0.9640], [2.8592, -0.8200, 1.3499], [3.8318, -1.2169, 0.2335], [3.7911, -0.2614, -0.9658], [4.4278, 1.0750, -0.5883], [5.6061, 1.2729, -0.7222], [3.6231, 1.9916, -0.0737], [-1.8760, 1.9246, 0.3798], [-3.1920, 2.4737, -0.1764], [-4.3695, 1.5722, 0.2001], [-4.2537, 0.2055, -0.4836], [0.4565, -2.8691, -0.9449], [-0.4439, -3.5489, 0.4263], [-1.1578, -3.5566, -1.1818], [1.0811, -1.9206, 1.0780], [3.0018, 0.2274, 1.6243], [3.0474, -1.4354, 2.2333], [4.8451, -1.2279, 0.6384], [3.5914, -2.2290, -0.1024], [4.3819, -0.6875, -1.7775], [2.7661, -0.1181, -1.3100], [2.6746, 1.7049, 0.0109], [-1.0201, 2.4497, -0.0453], [-1.8376, 2.0656, 1.4644], [-3.3595, 3.4801, 0.2096], [-3.1255, 2.5368, -1.2642], [-5.3093, 2.0448, -0.0884], [-4.3797, 1.4336, 1.2830], [-4.9616, -0.5083, -0.0566], [-4.4824, 0.2973, -1.5503]],
  "forces_ev_per_a": [[-0.28, 0.10, 0.02], [0.77, 0.46, 0.17], [-0.06, -0.36, -0.09], [0.40, 1.02, 0.30], [-0.46, -0.41, -0.15], [-0.60, -0.48, -0.30], [0.07, -0.63, 0.10], [-0.03, 0.34, -0.01], [0.02, -0.11, 0.02], [0.35, -0.06, -0.12], [-0.15, 0.20, 0.08], [0.15, 0.03, 0.08], [-0.09, -0.51, -0.36], [0.11, 0.05, 0.06], [-0.40, 0.47, 0.24], [-0.04, 0.18, -0.13], [-0.02, -0.01, 0.29], [0.04, 0.03, -0.22], [0.00, -0.25, -0.01], [0.04, -0.02, -0.02], [0.03, -0.08, 0.02], [0.04, -0.08, -0.03], [-0.10, 0.10, 0.05], [-0.02, -0.14, 0.09], [-0.04, 0.11, -0.03], [0.04, -0.07, -0.01], [0.04, -0.01, 0.04], [-0.04, 0.11, 0.03], [0.00, -0.03, -0.04], [0.41, -0.12, -0.10], [-0.04, 0.01, 0.08], [0.04, 0.08, 0.00], [0.00, 0.04, -0.07], [0.01, 0.06, -0.07], [-0.03, -0.03, 0.06], [-0.05, 0.00, 0.06], [-0.03, 0.01, -0.03], [-0.07, -0.02, 0.01]]
}

---

{
  "formula": "C14H19NO6",
  "method": "wB97M-V/def2-TZVPD",
  "relative_energy_kcal_mol": 334.18,
  "max_force_ha_per_bohr": 0.359,
  "total_charge": 0,
  "orbital_gap_ev": 8.6,
  "homo_energy_ev": -8.607,
  "smiles": "CCOC(=O)N[C@H](CC(=O)O)c1ccc(OC)c(OC)c1",
  "e_tot_ha": -1050.5720,
  "elements": ["C", "C", "O", "C", "O", "N", "C", "C", "C", "O", "O", "C", "C", "C", "C", "O", "C", "C", "O", "C", "C", "H", "H", "H", "H", "H", "H", "H", "H", "H", "H", "H", "H", "H", "H", "H", "H", "H", "H", "H"],
  "xyz": [[0.8029, 5.5726, 2.3552], [1.4110, 4.8513, 0.9930], [1.6326, 3.6452, 1.0214], [0.3745, 2.9354, 1.0135], [-0.8001, 3.4548, 0.7396], [0.8029, 1.5326, 1.1796], [-0.3735, 0.5286, 1.0287], [-0.3134, -0.4214, 2.4104], [0.9895, -1.1008, 2.4019], [1.9697, -0.7251, 2.5915], [0.6363, -2.3618, 2.2996], [-0.1139, -0.4284, 0.0502], [1.2132, -0.6563, -0.5570], [1.1810, -1.4372, -1.9116], [0.0233, -2.1534, -2.2645], [0.3090, -2.9743, -3.2674], [-0.8201, -3.4260, -4.0490], [-1.1290, -1.7294, -1.8826], [-2.4331, -2.2351, -2.3975], [-3.5523, -2.0684, -1.9614], [-1.4224, -0.8196, -0.6587], [1.2752, 5.3397, 3.3391], [-0.1179, 5.2546, 2.5653], [0.8711, 6.7063, 2.4228], [2.4827, 5.1339, 0.8454], [0.7996, 5.1624, 0.1660], [1.6975, 1.2622, 1.5392], [-1.3849, 1.0790, 0.9903], [-0.4497, 0.1429, 3.3717], [-1.0939, -1.0502, 2.2310], [1.4742, -2.8846, 2.3878], [1.8654, -0.1970, -0.1307], [2.1929, -1.9255, -2.0531], [-1.0213, -2.7504, -4.6446], [-0.1752, -4.0746, -5.0082], [-1.4220, -4.0164, -3.7827], [-3.8622, -2.2447, -0.8116], [-4.2384, -2.4011, -2.6127], [-3.8584, -0.8110, -1.8330], [-2.3964, -0.5553, -0.4405]],
  "forces_ev_per_a": [[4.49, 1.39, -0.33], [1.21, 11.71, 1.69], [-3.44, -11.58, 1.08], [-0.75, -1.83, -1.25], [6.54, -3.08, 1.73], [-5.70, 3.16, -1.39], [1.55, 2.39, 6.25], [-0.06, 5.29, -0.60], [-16.48, -5.28, -1.46], [17.01, 6.65, 2.62], [1.60, -3.97, -0.27], [-2.43, -1.53, -7.27], [-12.64, -6.97, -7.81], [2.35, 0.84, 7.07], [5.49, 0.66, -2.42], [-1.58, -2.22, -0.61], [14.63, -0.23, -3.79], [-10.56, 3.73, 6.44], [12.01, -2.16, -3.76], [-7.41, 7.13, 8.24], [8.75, -3.19, -2.94], [0.70, -0.48, -0.94], [-4.13, -0.96, 0.07], [-0.30, -1.33, -0.95], [-0.84, 1.82, -0.02], [-0.36, 0.50, -0.46], [0.19, 0.30, 0.28], [1.98, -0.70, -0.05], [0.11, -0.24, -1.01], [-1.96, -1.98, 0.06], [-0.86, 0.12, -0.20], [8.48, 4.91, 4.21], [-1.35, 0.84, -0.88], [-3.25, 7.09, -4.97], [-1.66, 1.21, 2.86], [-8.55, -7.88, 4.93], [1.03, -0.80, -2.06], [-2.81, -1.55, -2.00], [0.51, -2.43, -0.80], [-1.53, 0.64, 0.70]]
}